Entry 1:
DFT (the ωB97M-V functional and the def2-TZVPD basis) results for the molecule C5H10O.

Its orbital gap is 10.79 eV. As for the SMILES: C[C@H]1CC[C@H]1O. The LUMO energy comes out at 0.0351 Ha. The HOMO energy is -9.83 eV. As for the largest force on an atom: 0.34 eV/A. The value obtained for the energy above the lowest of the compared OMol25 structures with the same formula, charge and spin is 21.0 kcal per mole.

Last column: natural (NBO) charge in e.
Element x y z (Å)
C1 0.094 1.716 0.030  -0.6091
C2 -0.117 0.358 0.681  -0.2415
C3 -1.348 -0.430 0.163  -0.4013
C4 -0.408 -1.384 -0.612  -0.4231
C5 0.795 -0.776 0.122  0.1025
O1 1.830 -0.413 -0.760  -0.7127
H1 1.058 2.154 0.317  0.2025
H2 0.081 1.642 -1.063  0.2142
H3 -0.692 2.414 0.338  0.2111
H4 -0.075 0.460 1.773  0.1976
H5 -1.912 -0.925 0.959  0.2054
H6 -2.051 0.149 -0.446  0.2043
H7 -0.572 -2.458 -0.480  0.2075
H8 -0.348 -1.164 -1.681  0.2182
H9 1.172 -1.429 0.923  0.1575
H10 2.492 0.085 -0.265  0.4668



Entry 2:
DFT (the ωB97M-V functional and the def2-TZVPD basis) results for a cluster of 13 separate species, C4H33NO14 in total at a distorted geometry.

Its orbital gap is 9.28 eV. The LUMO energy comes out at 0.0047 Ha. The HOMO energy is -9.15 eV. As for the largest force on an atom: 2.46 eV/A. The value obtained for the energy above the lowest of the compared OMol25 structures with the same formula, charge and spin is 86.8 kcal per mole.

Last column: natural (NBO) charge in e.
Element x y z (Å)
C1 -2.620 -1.625 -1.404  -0.4193
N1 -2.320 -1.069 -0.061  -0.4830
C2 -1.907 -2.140 0.840  -0.4247
C3 -3.394 -0.210 0.465  -0.3339
C4 -2.913 1.161 0.118  0.7990
O1 -2.103 1.772 0.979  -0.7189
O2 -3.351 1.788 -0.809  -0.5755
H1 -1.828 -1.361 -2.103  0.2249
H2 -3.525 -1.148 -1.757  0.1974
H3 -2.708 -2.701 -1.342  0.1896
H4 -2.319 -3.116 0.570  0.1936
H5 -0.840 -2.325 0.901  0.2094
H6 -2.209 -2.028 1.886  0.1927
H7 -3.673 -0.397 1.498  0.2213
H8 -4.337 -0.432 -0.021  0.2082
H9 -1.363 1.315 1.384  0.5248
H10 3.298 0.226 -0.755  0.5215
H11 2.717 1.682 -1.279  0.5120
O3 3.342 1.210 -0.699  -1.0122
H12 1.436 2.596 -2.608  0.4767
H13 0.247 2.327 -1.650  0.5236
O4 1.125 1.957 -1.958  -1.0303
H14 1.148 0.841 -0.045  0.4911
H15 -0.216 0.138 0.134  0.4847
O5 0.228 1.008 0.169  -0.9824
H16 -0.020 -1.993 -2.186  0.4986
H17 0.375 -2.284 -0.755  0.4695
O6 0.290 -2.732 -1.600  -0.9969
H18 1.518 -0.241 3.888  0.4906
H19 2.018 0.325 2.539  0.5135
O7 1.462 -0.376 2.925  -0.9945
H20 3.179 1.551 0.881  0.5062
H21 3.493 2.625 1.876  0.4765
O8 3.163 1.719 1.866  -1.0276
H22 -0.593 3.785 -0.640  0.4710
H23 -1.666 2.837 -0.840  0.5034
O9 -1.018 3.306 -1.374  -0.9324
H24 2.332 2.900 3.351  0.4723
H25 1.009 3.077 2.638  0.4709
O10 1.511 3.400 3.402  -0.9451
H26 2.724 -1.926 -0.131  0.4977
H27 2.506 -2.308 -1.526  0.4991
O11 2.928 -1.594 -1.030  -1.0016
H28 -0.444 -4.416 -0.879  0.4869
H29 0.748 -4.041 0.001  0.4751
O12 -0.183 -4.283 0.038  -0.9605
H30 0.324 0.023 -2.237  0.5060
H31 0.178 -0.178 -3.788  0.4940
O13 -0.193 -0.395 -2.927  -0.9664
H32 1.918 -3.220 1.954  0.4911
H33 1.412 -1.789 1.766  0.5194
O14 1.708 -2.589 1.267  -1.0070



Entry 3:
DFT (the ωB97M-V functional and the def2-TZVPD basis) results for a cluster of 11 separate species, C2H27N2O10 in total at a distorted geometry.

As for the total charge: +1. Its orbital gap is 9.23 eV. The LUMO energy comes out at -0.0873 Ha. The HOMO energy is -11.60 eV. As for the largest force on an atom: 4.27 eV/A. The value obtained for the energy above the lowest of the compared OMol25 structures with the same formula, charge and spin is 13.7 kcal per mole.

Last column: natural (NBO) charge in e.
Element x y z (Å)
C1 2.207 -1.200 1.730  0.0520
C2 1.377 -0.144 1.854  -0.2212
N1 0.999 0.799 0.834  -0.7415
N2 2.373 -2.126 2.706  -0.7917
H1 2.696 -1.374 0.698  0.2238
H2 0.761 -0.062 2.727  0.1822
H3 1.041 1.736 1.176  0.4585
H4 1.769 0.870 0.033  0.4712
H5 0.105 0.644 0.331  0.4634
H6 1.971 -1.969 3.607  0.3969
H7 2.856 -2.995 2.540  0.4125
H8 2.279 -0.673 -2.538  0.5013
H9 3.451 0.256 -2.397  0.4785
O1 2.579 0.097 -2.027  -0.9754
H10 -0.160 -2.076 -3.035  0.5129
H11 -0.222 -0.641 -3.591  0.4820
O2 0.273 -1.196 -2.971  -0.9960
H12 0.765 3.192 -1.389  0.4876
H13 -0.435 2.264 -0.957  0.4960
O3 0.283 2.824 -0.639  -0.9990
H14 -1.258 0.008 -1.112  0.4979
H15 -0.224 -0.995 -1.275  0.5154
O4 -0.692 -0.529 -0.531  -1.0083
H16 0.077 -4.155 -1.886  0.4953
H17 -1.318 -3.781 -2.496  0.5058
O5 -0.349 -3.672 -2.603  -0.9707
H18 -2.080 2.034 -2.661  0.4916
H19 -2.728 1.734 -1.339  0.5204
O6 -1.872 1.698 -1.786  -0.9882
H20 -3.948 2.364 0.732  0.4943
H21 -2.776 1.407 1.112  0.5020
O7 -3.093 2.001 0.428  -0.9831
H22 -1.141 0.856 3.045  0.4731
H23 -0.687 2.059 2.163  0.4789
O8 -1.403 1.721 2.725  -0.9425
H24 -2.318 -2.147 -0.760  0.4978
H25 -3.237 -3.261 -1.451  0.4815
O9 -2.424 -3.081 -0.979  -0.9721
H26 2.177 2.049 3.380  0.4965
H27 0.884 2.954 3.625  0.5039
O10 1.440 2.508 2.978  -0.9837



Entry 4:
DFT (the ωB97M-V functional and the def2-TZVPD basis) results for a structure of composition C50H53BaN11OP2S2Se2 at a distorted geometry.

As for the total charge: -2. Its orbital gap is 4.35 eV. The LUMO energy comes out at 0.1294 Ha. The HOMO energy is -0.83 eV. As for the largest force on an atom: 12.10 eV/A.

Last column: Löwdin charge in e.
Element x y z (Å)
Ba1 1.547 0.577 0.584  1.4972
C1 1.875 3.314 -0.972  -0.3216
N1 3.177 3.496 -1.617  -0.1269
C2 3.091 4.000 -2.985  -0.0611
C3 4.206 2.626 -1.247  -0.3604
N2 3.985 1.770 -0.290  0.0393
C4 4.935 0.829 0.191  -0.2107
C5 5.967 1.485 0.905  -0.0659
C6 7.032 0.810 1.453  -0.1100
C7 7.065 -0.562 1.332  -0.0655
C8 6.035 -1.294 0.717  -0.2670
C9 6.242 -2.683 0.786  -0.0806
C10 5.319 -3.596 0.326  -0.1314
C11 4.161 -3.121 -0.242  -0.1580
C12 3.910 -1.737 -0.415  -0.4533
N3 2.626 -1.538 -0.991  0.0261
C13 2.314 -1.821 -2.223  -0.3726
N4 0.996 -1.607 -2.638  -0.1690
C14 0.769 -0.915 -3.907  -0.1162
C15 0.016 -1.249 -1.610  -0.2103
N5 3.094 -2.351 -3.243  -0.1612
C16 4.503 -2.025 -3.377  -0.0632
C17 2.747 -3.676 -3.755  -0.0703
C18 4.872 -0.686 0.110  -0.1795
N6 5.360 2.839 -1.985  -0.1806
C19 6.202 3.975 -1.628  -0.0768
C20 6.075 1.725 -2.581  -0.0563
H1 1.203 4.149 -1.198  0.0399
H2 1.973 3.280 0.118  0.0329
H3 1.400 2.389 -1.319  -0.1401
H4 2.237 4.675 -3.108  0.0817
H5 2.973 3.172 -3.692  0.0891
H6 3.979 4.578 -3.259  0.0672
H7 5.919 2.566 1.020  0.1075
H8 7.818 1.344 1.976  0.0908
H9 7.918 -1.073 1.779  0.1022
H10 7.142 -3.087 1.251  0.1048
H11 5.489 -4.663 0.430  0.0986
H12 3.410 -3.836 -0.572  0.1220
H13 1.287 -1.400 -4.741  0.0638
H14 1.110 0.124 -3.842  0.0323
H15 -0.296 -0.912 -4.163  0.0753
H16 0.059 -1.949 -0.768  0.0737
H17 -1.002 -1.302 -2.011  0.0710
H18 0.189 -0.232 -1.241  -0.1382
H19 4.712 -1.022 -3.004  0.0684
H20 4.789 -2.036 -4.435  0.0787
H21 5.140 -2.745 -2.855  0.0803
H22 1.664 -3.818 -3.833  0.0837
H23 3.145 -4.455 -3.096  0.0761
H24 3.166 -3.822 -4.756  0.0757
H25 5.616 4.797 -1.204  0.0905
H26 6.714 4.359 -2.516  0.0749
H27 6.961 3.684 -0.895  0.0734
H28 5.371 0.991 -2.975  0.0753
H29 6.753 1.241 -1.874  0.0817
H30 6.674 2.074 -3.430  0.0798
S1 3.539 -1.609 1.761  0.7263
C21 3.397 -1.762 3.720  -0.5553
C22 3.996 -3.033 4.225  -0.2552
N7 4.408 -3.991 4.671  0.1020
C23 2.814 -0.900 4.346  -0.7695
S2 2.008 0.665 3.706  0.2887
C24 2.611 -1.060 5.852  -0.2614
N8 2.380 -1.228 6.995  0.0752
Se1 -5.885 0.625 0.389  0.4275
P1 -4.968 -0.935 1.424  0.5959
C25 -5.599 -2.478 0.640  -0.3443
C26 -4.720 -3.406 0.061  -0.0759
C27 -5.220 -4.572 -0.529  -0.0811
C28 -6.596 -4.816 -0.543  -0.0991
C29 -7.475 -3.895 0.033  -0.0905
C30 -6.978 -2.728 0.623  -0.1034
C31 -5.539 -0.922 3.181  -0.3281
C32 -5.136 -1.961 4.033  -0.0742
C33 -5.547 -1.978 5.369  -0.0785
C34 -6.363 -0.957 5.863  -0.0943
C35 -6.769 0.081 5.021  -0.0906
C36 -6.360 0.101 3.684  -0.1190
C37 -3.109 -0.898 1.423  -0.4536
C38 -2.187 0.006 0.893  -0.4276
N9 -0.961 -0.467 1.200  -0.1404
N10 -1.122 -1.588 1.881  -0.0272
N11 -2.405 -1.869 2.032  -0.0110
P2 -2.505 1.584 -0.062  0.6460
Se2 -0.743 2.593 -0.585  0.5271
C39 -3.329 1.175 -1.674  -0.3744
C40 -3.614 -0.161 -2.006  -0.1365
C41 -4.232 -0.474 -3.220  -0.0789
C42 -4.564 0.542 -4.118  -0.0962
C43 -4.275 1.872 -3.804  -0.0863
C44 -3.659 2.188 -2.589  -0.0989
C45 -3.442 2.787 0.995  -0.3870
C46 -3.791 2.453 2.316  -0.1216
C47 -4.497 3.358 3.113  -0.0851
C48 -4.856 4.607 2.604  -0.0975
C49 -4.505 4.954 1.298  -0.0885
C50 -3.799 4.050 0.497  -0.1048
H31 -3.653 -3.234 0.060  0.0951
H32 -4.540 -5.286 -0.976  0.0989
H33 -6.981 -5.719 -0.999  0.0913
H34 -8.540 -4.084 0.022  0.0933
H35 -7.667 -2.021 1.067  0.0946
H36 -4.505 -2.758 3.662  0.0999
H37 -5.233 -2.782 6.021  0.0994
H38 -6.680 -0.970 6.898  0.0931
H39 -7.400 0.872 5.405  0.0941
H40 -6.686 0.916 3.056  0.0483
H41 -3.364 -0.966 -1.333  0.0780
H42 -4.451 -1.505 -3.465  0.0997
H43 -5.041 0.299 -5.059  0.0906
H44 -4.527 2.658 -4.503  0.0928
H45 -3.438 3.221 -2.376  0.0784
H46 -3.521 1.496 2.736  0.0951
H47 -4.765 3.089 4.127  0.0993
H48 -5.403 5.307 3.222  0.0906
H49 -4.777 5.925 0.905  0.0928
H50 -3.533 4.347 -0.503  0.0783
O1 0.646 2.696 2.058  -0.3697
H51 1.096 3.138 2.821  0.0411
H52 -0.203 3.193 1.948  0.0128
H53 1.124 0.556 -1.992  -0.0470



Entry 5:
DFT (the ωB97M-V functional and the def2-TZVPD basis) results for the ion C4H10N3O with charge +1 at a distorted geometry.

As for the total charge: +1. Its orbital gap is 9.89 eV. As for the SMILES: N[C@H]1CCCN1[NH+]=O. The LUMO energy comes out at -0.1833 Ha. The HOMO energy is -14.88 eV. As for the largest force on an atom: 3.95 eV/A. The value obtained for the energy above the lowest of the compared OMol25 structures with the same formula, charge and spin is 84.2 kcal per mole.

Last column: natural (NBO) charge in e.
Element x y z (Å)
C1 0.015 -0.986 1.464  -0.4129
C2 -1.125 -0.218 0.859  -0.4585
C3 0.995 -1.179 0.362  -0.2494
C4 -0.487 0.888 0.122  0.1652
N1 1.189 0.196 -1.730  0.2546
N2 0.717 -0.033 -0.498  -0.1358
N3 -1.051 1.571 -0.904  -0.8494
O1 1.936 -0.600 -2.207  -0.2669
H1 0.407 -0.312 2.306  0.2275
H2 -0.142 -1.959 1.811  0.2565
H3 -1.640 -0.885 0.159  0.2286
H4 -2.041 0.158 1.391  0.2714
H5 2.114 -1.202 0.718  0.2608
H6 0.867 -2.052 -0.227  0.2411
H7 0.191 1.534 0.786  0.2170
H8 -1.979 1.510 -1.183  0.4157
H9 0.799 0.997 -2.322  0.4304
H10 -0.768 2.572 -0.909  0.4042



Entry 6:
DFT (the ωB97M-V functional and the def2-TZVPD basis) results for a structure of composition C12H18CeI2MnO4S2 at a distorted geometry.

The expectation value of S² is 8.8121. As for the total charge: +4. Its orbital gap (alpha / beta) is 6.53 / 4.78 eV. The LUMO energy (alpha / beta) comes out at -0.5827 / -0.6327 Ha. The HOMO energy (alpha / beta) is -22.39 / -22.00 eV. As for the largest force on an atom: 9.80 eV/A. As for the spin multiplicity: 6.

Last column: Mulliken spin population.
Element x y z (Å)
I1 3.509 1.193 -1.547  0.0959
I2 3.743 -1.557 -0.999  0.8628
Mn1 -0.242 -1.517 0.421  3.2781
Ce1 -0.128 1.616 -0.209  1.0087
S1 0.178 -0.564 -1.498  0.0045
S2 1.295 -0.144 1.181  0.0103
C1 -1.827 2.548 -1.691  0.0017
C2 -0.916 -0.793 -3.121  -0.0242
C3 1.283 0.661 2.982  -0.0326
C4 -0.495 -2.156 -3.600  0.0008
C5 -2.373 -0.718 -2.741  0.0022
C6 -0.550 0.292 -4.101  0.0024
C7 2.104 -0.438 3.616  0.0006
C8 -0.109 0.790 3.556  0.0066
C9 1.999 1.995 2.973  0.0046
C10 -1.366 -2.772 -0.260  -0.1274
C11 -0.539 -2.207 2.064  -0.1894
O1 -2.535 3.068 -2.462  0.0006
O2 -2.016 -3.643 -0.622  0.0438
O3 -0.690 -2.746 3.070  0.0563
H1 -0.715 -2.925 -2.856  -0.0022
H2 0.578 -2.172 -3.793  -0.0010
H3 -1.022 -2.427 -4.532  0.0002
H4 -2.630 -1.464 -1.972  0.0003
H5 -2.973 -0.936 -3.648  0.0007
H6 -2.669 0.278 -2.368  0.0019
H7 -0.824 1.304 -3.770  -0.0004
H8 -1.082 0.114 -5.054  -0.0005
H9 0.525 0.294 -4.319  -0.0010
H10 2.292 -0.224 4.678  -0.0001
H11 3.060 -0.526 3.089  -0.0030
H12 1.580 -1.398 3.536  -0.0020
H13 -0.002 1.053 4.632  0.0015
H14 -0.665 -0.162 3.487  -0.0032
H15 -0.729 1.585 3.097  0.0002
H16 2.184 2.304 4.021  -0.0003
H17 1.445 2.826 2.506  0.0000
H18 2.973 1.924 2.465  -0.0032
O4 -0.897 4.238 2.289  0.0016
C12 -0.755 3.407 1.501  0.0041



no.,E (Eh)
1,-271.71908
2,-1280.29838
3,-954.08380
4,-8921.95679
5,-397.54501
6,-3785.14326